{"formula": "C26H60O5P2", "method": "ωB97M-V/def2-TZVPD", "species": ["C", "C", "O", "O", "C", "C", "C", "C", "C", "C", "P", "P", "O", "O", "O", "H", "H", "H", "H", "H", "H", "H", "H", "H", "H", "H", "H", "H", "H", "H", "H", "H", "H", "C", "C", "C", "C", "C", "C", "H", "H", "H", "H", "H", "H", "H", "H", "H", "H", "H", "H", "H", "H", "C", "C", "C", "C", "C", "C", "H", "H", "H", "H", "H", "H", "H", "H", "H", "H", "H", "H", "H", "H", "C", "C", "C", "C", "C", "C", "H", "H", "H", "H", "H", "H", "H", "H", "H", "H", "H", "H", "H", "H"], "positions_angstrom": [[5.137, 9.481, 0.705], [4.389, 8.249, 1.124], [4.839, 7.381, 1.821], [3.127, 8.202, 0.624], [2.662, 6.930, 0.144], [2.111, 7.030, -1.287], [2.561, 8.225, -2.131], [3.944, 8.158, -2.803], [4.352, 6.786, -3.351], [5.178, 5.972, -2.352], [5.675, 4.341, -3.080], [4.795, 2.925, -1.729], [5.199, 1.573, -2.137], [3.201, 3.165, -1.768], [5.129, 3.338, -0.225], [5.826, 9.780, 1.491], [5.711, 9.228, -0.189], [4.460, 10.295, 0.456], [3.465, 6.200, 0.251], [1.865, 6.606, 0.813], [2.325, 6.084, -1.791], [1.023, 7.084, -1.212], [2.523, 9.118, -1.506], [1.814, 8.373, -2.914], [4.716, 8.538, -2.129], [3.920, 8.860, -3.640], [4.919, 6.896, -4.278], [3.456, 6.213, -3.607], [4.572, 5.763, -1.468], [6.046, 6.534, -2.004], [7.009, 4.174, -2.669], [2.824, 2.616, -2.469], [4.484, 2.996, 0.408], [-1.528, -1.482, -2.143], [-0.470, -2.404, -1.546], [-0.085, -2.041, -0.113], [0.529, -0.650, 0.056], [1.785, -0.403, -0.779], [2.943, -1.336, -0.442], [-1.177, -0.452, -2.212], [-1.802, -1.804, -3.149], [-2.435, -1.489, -1.531], [0.418, -2.405, -2.184], [-0.847, -3.431, -1.553], [0.607, -2.795, 0.270], [-0.978, -2.106, 0.519], [0.772, -0.505, 1.113], [-0.217, 0.112, -0.187], [2.110, 0.629, -0.617], [1.550, -0.486, -1.844], [3.214, -1.252, 0.614], [3.825, -1.087, -1.033], [2.693, -2.379, -0.641], [-7.441, -4.670, -3.202], [-7.008, -3.589, -2.217], [-5.543, -3.179, -2.367], [-4.535, -4.303, -2.124], [-4.631, -4.969, -0.752], [-4.370, -4.013, 0.407], [-6.886, -5.597, -3.055], [-8.501, -4.903, -3.088], [-7.281, -4.344, -4.232], [-7.198, -3.928, -1.195], [-7.631, -2.703, -2.362], [-5.336, -2.348, -1.687], [-5.387, -2.786, -3.377], [-3.526, -3.894, -2.248], [-4.644, -5.068, -2.898], [-3.901, -5.782, -0.711], [-5.612, -5.437, -0.629], [-3.380, -3.556, 0.317], [-4.407, -4.542, 1.361], [-5.109, -3.211, 0.447], [-0.104, -4.833, 2.834], [-1.494, -5.394, 3.117], [-2.290, -4.566, 4.123], [-1.666, -4.475, 5.517], [-1.419, -5.821, 6.197], [-2.693, -6.626, 6.434], [0.525, -4.828, 3.725], [0.408, -5.428, 2.075], [-0.177, -3.809, 2.462], [-1.411, -6.429, 3.459], [-2.054, -5.428, 2.178], [-3.301, -4.977, 4.200], [-2.409, -3.551, 3.729], [-2.322, -3.872, 6.153], [-0.720, -3.929, 5.459], [-0.929, -5.639, 7.157], [-0.716, -6.416, 5.607], [-3.403, -6.060, 7.041], [-2.477, -7.558, 6.956], [-3.188, -6.885, 5.496]], "lowdin_charge": [0.02, -0.53, 0.12, -0.03, -0.15, -0.16, -0.19, -0.19, -0.29, -0.46, 0.85, 0.20, -0.34, -0.19, -0.16, 0.09, 0.08, 0.09, 0.10, 0.13, 0.09, 0.11, 0.10, 0.11, 0.09, 0.11, 0.10, 0.10, 0.03, 0.08, -0.07, 0.08, 0.09, -0.11, -0.26, -0.23, -0.22, -0.27, -0.10, 0.07, 0.07, 0.07, 0.10, 0.10, 0.09, 0.10, 0.11, 0.10, 0.09, 0.10, 0.08, 0.07, 0.07, -0.11, -0.27, -0.23, -0.22, -0.26, -0.11, 0.06, 0.07, 0.07, 0.10, 0.10, 0.10, 0.11, 0.09, 0.10, 0.10, 0.10, 0.06, 0.06, 0.07, -0.10, -0.26, -0.23, -0.23, -0.27, -0.11, 0.07, 0.07, 0.06, 0.10, 0.09, 0.10, 0.11, 0.11, 0.10, 0.10, 0.10, 0.07, 0.07, 0.06], "homo_lumo_gap_ha": 0.3688, "e_homo_ev": -9.6192, "lumo_ev": 0.42}

---

{"formula": "C28H71N6O12", "method": "ωB97M-V/def2-TZVPD", "species": ["N", "O", "O", "O", "C", "O", "C", "C", "N", "C", "C", "O", "C", "H", "H", "H", "H", "H", "H", "H", "H", "H", "H", "H", "H", "H", "H", "H", "C", "O", "C", "C", "N", "C", "C", "O", "C", "H", "H", "H", "H", "H", "H", "H", "H", "H", "H", "H", "H", "H", "H", "H", "C", "O", "C", "C", "N", "C", "C", "O", "C", "H", "H", "H", "H", "H", "H", "H", "H", "H", "H", "H", "H", "H", "H", "H", "C", "O", "C", "C", "N", "C", "C", "O", "C", "H", "H", "H", "H", "H", "H", "H", "H", "H", "H", "H", "H", "H", "H", "H", "C", "C", "C", "O", "C", "N", "H", "H", "H", "H", "H", "H", "H", "H", "H", "H", "H"], "positions_angstrom": [[-17.979, -13.786, 12.870], [-17.845, -13.618, 14.106], [-18.722, -13.023, 12.198], [-17.351, -14.713, 12.282], [-17.937, -4.952, 16.354], [-17.717, -5.010, 14.963], [-18.730, -4.487, 14.160], [-18.547, -4.948, 12.723], [-18.206, -6.354, 12.540], [-19.262, -7.229, 13.044], [-18.933, -8.695, 13.035], [-17.942, -9.016, 13.988], [-17.619, -10.405, 13.930], [-18.930, -5.327, 16.619], [-17.769, -3.909, 16.652], [-17.207, -5.582, 16.858], [-18.723, -3.385, 14.178], [-19.727, -4.740, 14.550], [-17.748, -4.366, 12.255], [-19.413, -4.689, 12.109], [-17.314, -6.549, 12.976], [-20.085, -7.088, 12.333], [-19.634, -6.939, 14.035], [-18.583, -8.975, 12.033], [-19.849, -9.262, 13.235], [-17.358, -10.689, 12.909], [-18.461, -10.991, 14.304], [-16.807, -10.515, 14.652], [-19.770, -11.269, 10.087], [-20.695, -12.293, 9.833], [-21.366, -12.133, 8.615], [-22.373, -13.260, 8.402], [-21.688, -14.532, 8.483], [-22.435, -15.713, 8.876], [-22.268, -15.983, 10.377], [-20.905, -16.050, 10.689], [-20.736, -16.290, 12.079], [-19.005, -11.218, 9.299], [-19.242, -11.536, 11.000], [-20.249, -10.284, 10.125], [-20.624, -12.220, 7.802], [-21.852, -11.148, 8.567], [-22.794, -13.093, 7.399], [-23.192, -13.193, 9.119], [-21.126, -14.681, 7.660], [-22.032, -16.595, 8.377], [-23.501, -15.547, 8.682], [-22.847, -16.897, 10.577], [-22.714, -15.143, 10.928], [-19.671, -16.337, 12.294], [-21.165, -17.272, 12.308], [-21.191, -15.495, 12.670], [-12.168, -11.832, 12.189], [-12.457, -11.841, 13.587], [-13.321, -10.774, 13.898], [-13.467, -10.667, 15.412], [-13.440, -11.949, 16.149], [-14.769, -12.581, 16.124], [-14.612, -13.972, 16.729], [-14.097, -14.860, 15.760], [-13.702, -16.090, 16.303], [-13.071, -11.613, 11.614], [-11.823, -12.822, 11.910], [-11.440, -11.037, 12.014], [-14.302, -10.898, 13.417], [-12.986, -9.807, 13.499], [-14.343, -10.085, 15.711], [-12.645, -10.065, 15.818], [-12.923, -12.546, 15.497], [-15.281, -12.638, 15.156], [-15.437, -12.015, 16.780], [-15.554, -14.334, 17.163], [-13.894, -13.941, 17.558], [-13.493, -16.785, 15.494], [-14.581, -16.511, 16.812], [-12.880, -16.063, 17.022], [-21.720, -10.302, 23.534], [-20.581, -10.942, 23.036], [-20.770, -12.326, 22.862], [-19.505, -13.028, 22.344], [-19.187, -12.806, 20.943], [-20.142, -13.420, 20.026], [-19.633, -13.397, 18.588], [-19.236, -12.107, 18.248], [-18.522, -12.112, 16.988], [-21.562, -9.229, 23.641], [-21.923, -10.642, 24.558], [-22.587, -10.459, 22.887], [-21.679, -12.538, 22.290], [-20.936, -12.759, 23.863], [-19.633, -14.099, 22.497], [-18.688, -12.671, 22.972], [-19.124, -11.820, 20.729], [-21.089, -12.858, 20.087], [-20.444, -14.413, 20.367], [-20.447, -13.781, 17.960], [-18.810, -14.120, 18.516], [-18.384, -11.067, 16.743], [-19.046, -12.772, 16.297], [-17.573, -12.614, 17.202], [-20.655, -19.546, 8.471], [-19.672, -18.401, 8.689], [-18.586, -18.644, 9.723], [-17.947, -17.414, 9.967], [-16.876, -17.574, 10.863], [-19.009, -18.081, 7.402], [-21.088, -19.799, 9.445], [-20.094, -20.431, 8.166], [-21.461, -19.282, 7.790], [-20.219, -17.495, 8.957], [-17.861, -19.331, 9.265], [-18.967, -19.096, 10.645], [-16.302, -16.656, 10.941], [-16.246, -18.431, 10.584], [-17.219, -17.807, 11.880], [-19.724, -17.798, 6.741], [-18.411, -17.275, 7.568]], "lowdin_charge": [-0.58, -0.08, -0.08, -0.07, -0.10, -0.19, -0.27, -0.22, -0.05, -0.22, -0.25, -0.19, -0.10, 0.09, 0.09, 0.09, 0.12, 0.11, 0.11, 0.11, 0.11, 0.12, 0.11, 0.12, 0.13, 0.09, 0.07, 0.07, -0.13, -0.17, -0.25, -0.21, -0.06, -0.20, -0.26, -0.19, -0.09, 0.09, 0.05, 0.08, 0.12, 0.12, 0.11, 0.12, 0.11, 0.10, 0.11, 0.12, 0.12, 0.08, 0.08, 0.09, -0.09, -0.19, -0.24, -0.20, -0.05, -0.21, -0.23, -0.18, -0.13, 0.09, 0.09, 0.08, 0.12, 0.12, 0.11, 0.10, 0.09, 0.12, 0.10, 0.11, 0.12, 0.08, 0.08, 0.08, -0.13, -0.18, -0.24, -0.20, -0.06, -0.22, -0.26, -0.19, -0.06, 0.08, 0.09, 0.09, 0.11, 0.12, 0.11, 0.12, 0.11, 0.11, 0.12, 0.12, 0.12, 0.09, 0.08, 0.07, -0.06, -0.44, -0.22, -0.18, -0.12, 0.03, 0.07, 0.08, 0.07, 0.10, 0.12, 0.13, 0.08, 0.08, 0.09, 0.06, 0.07], "homo_lumo_gap_ha": 0.2713, "e_homo_ev": -5.0075, "total_charge": -1, "lumo_ev": 2.38}

---

{"formula": "C4H14N2O", "method": "ωB97M-V/def2-TZVPD", "species": ["C", "N", "C", "C", "C", "N", "H", "H", "H", "H", "H", "H", "H", "H", "H", "H", "H", "H", "H", "H", "O"], "positions_angstrom": [[-0.007, -2.210, 1.394], [0.993, -1.197, 1.095], [-0.265, -0.387, -0.899], [0.579, -0.032, 0.308], [-0.147, 0.914, 1.260], [-0.311, 2.240, 0.595], [0.006, -3.077, 0.722], [0.206, -2.628, 2.381], [-0.991, -1.768, 1.365], [1.841, -1.573, 0.707], [-0.894, 0.429, -1.211], [-1.039, -1.123, -0.664], [0.320, -0.698, -1.758], [1.500, 0.460, -0.004], [-1.117, 0.565, 1.609], [0.492, 1.028, 2.134], [0.565, 2.728, 0.726], [-0.973, 2.814, 1.108], [-0.559, 0.895, -4.298], [-0.314, 1.375, -2.857], [0.115, 1.247, -3.713]], "lowdin_charge": [-0.13, -0.10, -0.07, -0.41, -0.24, -0.01, 0.08, 0.07, 0.07, 0.10, 0.05, 0.07, 0.08, 0.14, 0.11, 0.10, 0.06, 0.06, 0.03, 0.01, -0.06], "homo_lumo_gap_ha": 0.3519, "e_homo_ev": -8.5622, "lumo_ev": 1.01}

---

{"formula": "C4H8NO2", "method": "ωB97M-V/def2-TZVPD", "species": ["C", "C", "C", "C", "N", "O", "O", "H", "H", "H", "H", "H", "H", "H", "H"], "positions_angstrom": [[0.462, -0.904, -0.062], [-0.858, 0.823, 1.104], [0.210, 1.500, -1.112], [0.211, 0.565, 0.060], [0.051, -3.434, 0.361], [-0.107, -1.875, 0.665], [1.451, 0.021, 0.536], [0.929, -1.252, -1.068], [-0.953, 1.955, 1.327], [-0.695, 0.327, 2.041], [-1.777, 0.442, 0.763], [1.027, 2.203, -1.130], [-0.609, 2.179, -0.875], [0.153, 0.942, -1.987], [0.506, -3.491, -0.623]], "lowdin_spin": [0.05, 0.01, 0.01, 0.03, 1.34, 0.38, 0.02, 0.00, 0.00, 0.00, 0.00, 0.00, 0.00, 0.00, 0.15], "homo_lumo_gap_ha": [0.1155, 0.3024], "e_homo_ev": [0.6507, -4.4733], "multiplicity": 3, "total_charge": -1, "lumo_ev": [3.79, 3.76]}